a | Below is 2 unconnected molecules or ions with the total composition C6H6O2PS2, with properties calculated with wB97M-V/def2-TZVPD.

The geometry in XYZ format:
```
17
C6H6O2PS2 | the Open Molecules 2025 dataset | wB97M-V/def2-TZVPD
C 2.997 0.276 0.267
C 2.169 0.711 -0.777
C 2.414 -0.448 1.251
C 0.842 0.390 -0.882
C 1.023 -0.587 1.338
C 0.333 -0.277 0.188
O -3.402 -2.286 -0.154
O -3.018 -0.366 -1.737
P -2.888 -0.932 -0.162
S -3.742 2.302 0.375
S -4.286 0.481 0.913
H 3.998 0.385 0.149
H 2.575 1.427 -1.442
H 3.109 -0.925 1.994
H 0.387 0.337 -1.826
H 0.672 -0.990 2.200
H -3.185 0.503 -1.694
```

Computed properties:
Charge: -1
Multiplicity: 1

Atomic partial charges in e from the Mulliken method, atoms 1 to 8: number 1, C, carries -0.580; number 2, C, carries -0.247; number 3, C, carries -0.201; number 4, C, carries -0.349; number 5, C, carries -0.763; number 6, C, carries 0.119; number 7, O, carries -0.588; number 8, O, carries -0.405

---

b | Below is 2 unconnected molecules or ions with the total composition C6H6O2PS2, with properties calculated with wB97M-V/def2-TZVPD.

The geometry in XYZ format:
```
17
C6H6O2PS2 | the Open Molecules 2025 dataset | wB97M-V/def2-TZVPD
C -0.870 0.943 1.005
C -0.128 1.745 0.093
C -0.645 -0.433 1.000
C 0.810 1.157 -0.744
C 0.410 -0.996 0.223
C 1.145 -0.154 -0.616
O 2.333 -2.506 -1.401
O 3.362 -0.294 -2.422
P 2.348 -1.037 -1.674
S -0.883 -2.776 -2.072
S -0.665 -1.300 -3.463
H -1.679 1.438 1.698
H -0.205 2.811 -0.114
H -1.384 -0.911 1.643
H 1.430 1.609 -1.525
H 0.795 -2.069 0.239
H 0.351 -2.745 -1.519
```

Computed properties:
Charge: -1
Multiplicity: 1

Atomic partial charges in e from the Mulliken method, atoms 1 to 8: number 1, C, carries -0.246; number 2, C, carries -0.446; number 3, C, carries -0.540; number 4, C, carries -0.354; number 5, C, carries -0.443; number 6, C, carries 0.340; number 7, O, carries -0.634; number 8, O, carries -0.660

---

Of them, the most stable is b and the least stable is a.